{
  "formula": "C11H17F3FeN2O3",
  "method": "ωB97M-V/def2-TZVPD",
  "total_charge": 3,
  "orbital_gap_ha": [0.29731, 0.22117],
  "spin_multiplicity": 6,
  "lumo_energy_ev": [-12.917, -14.470],
  "s_squared": 8.78,
  "species": ["C", "C", "N", "C", "C", "C", "C", "F", "F", "F", "C", "C", "O", "N", "C", "O", "C", "C", "O", "H", "H", "H", "H", "H", "H", "H", "H", "H", "H", "H", "H", "H", "H", "H", "H", "H", "Fe"],
  "coordinates": [[-2.936, -2.163, 0.740], [-3.083, -1.215, -0.590], [-1.782, -0.853, -1.269], [-0.968, 0.157, -0.490], [0.434, 0.622, -1.205], [1.558, 1.240, -0.165], [3.119, 1.044, -0.729], [3.410, -0.400, -0.969], [4.080, 1.472, 0.350], [3.417, 1.872, -1.923], [1.114, 2.835, -0.004], [1.212, 2.959, 1.648], [2.505, 3.354, 2.245], [0.929, 1.587, 2.237], [1.689, 0.626, 1.349], [2.275, -0.496, 1.798], [-1.027, -2.134, -1.546], [0.120, -2.823, -0.598], [-1.298, -2.762, -2.720], [-1.967, -1.941, 1.391], [-2.848, -3.318, 0.453], [-3.865, -2.074, 1.452], [-3.767, -1.818, -1.354], [-3.684, -0.242, -0.261], [-1.642, 1.140, -0.417], [-0.859, -0.234, 0.609], [0.975, -0.210, -1.825], [0.177, 1.490, -1.983], [-0.027, 2.821, -0.269], [1.831, 3.563, -0.617], [0.395, 3.619, 2.165], [2.372, 3.403, 3.247], [-0.104, 1.370, 2.303], [0.727, -2.043, 0.031], [-0.444, -3.579, 0.130], [0.821, -3.499, -1.287], [-2.859, -3.369, -1.923]],
  "lowdin_charge": [-0.06, -0.18, -0.08, -0.15, -0.06, -0.18, -0.17, 0.04, 0.05, 0.07, 0.04, -0.24, 0.10, 0.23, -0.15, 0.14, -0.27, 0.05, -0.04, 0.12, 0.09, 0.14, 0.11, 0.20, 0.17, 0.12, 0.14, 0.17, 0.13, 0.19, 0.20, 0.18, 0.19, 0.11, 0.14, 0.16, 1.30]
}



{
  "formula": "C14H46N8O14",
  "method": "ωB97M-V/def2-TZVPD",
  "relative_energy_ev": 6.340,
  "total_charge": 0,
  "smiles": "NC(N)=O.NC(N)=O.NC(N)=O.NC(N)=O.OCCO.OCCO.OCCO.OCCO.OCCO",
  "orbital_gap_ha": 0.34696,
  "lumo_energy_ev": 0.261,
  "species": ["N", "C", "N", "O", "H", "H", "H", "H", "N", "C", "N", "O", "H", "H", "H", "H", "N", "C", "N", "O", "H", "H", "H", "H", "N", "C", "N", "O", "H", "H", "H", "H", "O", "C", "C", "O", "H", "H", "H", "H", "H", "H", "O", "C", "C", "O", "H", "H", "H", "H", "H", "H", "O", "C", "C", "O", "H", "H", "H", "H", "H", "H", "O", "C", "C", "O", "H", "H", "H", "H", "H", "H", "O", "C", "C", "O", "H", "H", "H", "H", "H", "H"],
  "coordinates": [[0.255, -0.860, 7.924], [-0.192, -0.960, 6.725], [-1.480, -1.275, 6.716], [0.430, -0.743, 5.733], [-0.207, -1.349, 8.678], [1.203, -0.529, 8.026], [-1.790, -1.663, 7.595], [-2.009, -1.233, 5.857], [-5.289, 3.588, -2.725], [-4.101, 4.042, -2.499], [-3.580, 4.650, -3.460], [-3.510, 3.838, -1.416], [-5.874, 3.142, -2.033], [-5.611, 3.829, -3.652], [-2.779, 5.256, -3.350], [-3.925, 4.405, -4.377], [0.185, 6.534, 1.449], [-0.135, 7.364, 2.419], [0.245, 6.890, 3.572], [-0.728, 8.346, 2.239], [0.544, 5.604, 1.607], [0.253, 6.950, 0.531], [0.508, 5.915, 3.565], [0.113, 7.348, 4.463], [4.089, 2.539, -4.919], [4.083, 2.446, -6.223], [5.167, 1.885, -6.570], [3.107, 2.610, -6.979], [4.845, 2.165, -4.364], [3.220, 2.730, -4.440], [5.391, 1.509, -7.481], [5.885, 1.729, -5.877], [-1.224, -1.561, -6.452], [-1.068, -0.358, -7.104], [-1.916, 0.766, -6.372], [-1.507, 2.068, -6.808], [-0.888, -2.350, -6.884], [-0.025, -0.127, -7.321], [-1.430, -0.481, -8.125], [-1.934, 0.562, -5.301], [-2.919, 0.448, -6.656], [-0.549, 2.037, -6.749], [-4.839, -7.497, -1.470], [-4.265, -6.289, -0.893], [-3.089, -5.778, -1.814], [-2.012, -6.747, -1.818], [-5.161, -7.255, -2.342], [-5.065, -5.550, -0.929], [-3.977, -6.384, 0.154], [-2.619, -4.883, -1.408], [-3.416, -5.631, -2.843], [-1.906, -7.010, -0.901], [1.168, 1.494, -1.345], [0.613, 0.194, -1.383], [1.001, -0.832, -0.335], [0.029, -0.750, 0.741], [0.611, 2.032, -0.777], [-0.476, 0.241, -1.383], [0.910, -0.120, -2.384], [1.978, -0.648, 0.113], [1.116, -1.876, -0.626], [0.458, -0.720, 1.599], [0.451, -6.172, 4.759], [0.380, -5.492, 3.484], [1.081, -6.327, 2.387], [0.163, -7.472, 2.290], [0.094, -7.036, 4.543], [-0.583, -4.997, 3.364], [0.845, -4.507, 3.511], [2.110, -6.601, 2.617], [1.149, -5.929, 1.375], [0.615, -8.289, 2.513], [4.364, 2.650, 6.675], [4.388, 3.332, 5.441], [3.693, 2.626, 4.265], [2.318, 2.960, 4.138], [3.499, 2.904, 7.004], [4.173, 4.399, 5.498], [5.437, 3.415, 5.156], [3.964, 1.577, 4.147], [4.113, 2.996, 3.330], [1.832, 2.264, 4.586]],
  "lowdin_charge": [0.16, -0.82, 0.16, 0.05, 0.11, 0.13, 0.10, 0.12, 0.17, -0.82, 0.17, -0.01, 0.13, 0.11, 0.14, 0.12, 0.15, -0.84, 0.16, 0.09, 0.10, 0.12, 0.10, 0.12, 0.15, -0.77, 0.15, 0.00, 0.11, 0.12, 0.13, 0.11, -0.06, -0.28, -0.21, -0.06, 0.09, 0.11, 0.11, 0.11, 0.11, 0.08, -0.08, -0.21, -0.21, -0.09, 0.08, 0.10, 0.11, 0.11, 0.11, 0.07, -0.06, -0.25, -0.21, -0.09, 0.08, 0.12, 0.11, 0.11, 0.11, 0.07, -0.07, -0.24, -0.17, -0.10, 0.06, 0.11, 0.11, 0.12, 0.11, 0.08, -0.05, -0.26, -0.24, -0.07, 0.08, 0.12, 0.11, 0.12, 0.11, 0.08]
}



{
  "formula": "C2H11N2O3",
  "method": "ωB97M-V/def2-TZVPD",
  "relative_energy_ev": 0.349,
  "total_charge": 1,
  "orbital_gap_ha": 0.41228,
  "lumo_energy_ev": -3.077,
  "species": ["N", "C", "C", "N", "O", "H", "H", "H", "H", "H", "H", "H", "H", "H", "O", "H", "H", "O"],
  "coordinates": [[-0.458, -0.276, -1.259], [0.110, -0.225, 0.112], [1.144, -1.360, 0.168], [1.421, -1.870, 1.367], [1.597, -1.752, -0.895], [-0.079, 0.480, -1.832], [-0.155, -1.153, -1.706], [-1.465, -0.126, -1.360], [-0.665, -0.246, 0.863], [0.697, 0.665, 0.296], [0.990, -1.471, 2.184], [2.051, -2.645, 1.506], [-2.548, 2.238, -1.897], [-2.522, 1.504, -3.266], [-2.076, 1.571, -2.415], [0.334, 1.294, 3.393], [1.030, 2.105, 2.279], [0.595, 1.267, 2.462]],
  "lowdin_charge": [0.18, -0.07, -0.52, 0.21, 0.07, 0.16, 0.16, 0.14, 0.13, 0.12, 0.11, 0.14, 0.07, 0.07, -0.04, 0.07, 0.06, -0.05]
}



no.,energy (eV),molar mass (Da)
1,-63302.189,338.107
2,-55845.849,550.564
3,-11369.684,111.121